[1]
84
Properties=species:S:1:pos:R:3:mulliken_charge:R:1 method="wB97M-V/def2-TZVPD" e_tot_ev=-127183.4445 lumo_ev="-5.697 / -5.781" charge=+1 de_lowest_kcal_mol=0.00 orbital_gap_ev="3.49 / 3.41" homo_ev="-9.19 / -9.19"
Ga 2.89408 -0.87244 0.01415 0.16
C -0.31307 -4.54481 0.81384 0.75
C -1.49878 -4.05964 0.19958 0.52
C 0.18898 -3.99084 -1.36017 0.32
C 0.70962 -4.54976 -0.16718 1.26
C -1.18913 -3.72053 -1.14609 0.66
C -0.14026 -5.03768 2.18960 -1.34
H -0.97682 -4.75995 2.83971 0.36
H 0.77867 -4.62546 2.62416 0.05
H -0.03351 -6.13471 2.20254 0.38
C 2.03716 -5.16096 0.00567 -1.36
H 2.17294 -5.43997 1.05297 0.29
H 2.84527 -4.47412 -0.26775 0.17
H 2.15208 -6.07342 -0.60401 0.49
C 0.94062 -3.81830 -2.62031 -1.45
H 1.17352 -4.79454 -3.07564 0.33
H 1.89738 -3.30249 -2.44508 0.28
H 0.36265 -3.24131 -3.35164 0.39
C -2.16236 -3.25535 -2.15259 -1.63
H -2.71607 -4.10445 -2.58117 0.35
H -1.66084 -2.72807 -2.97057 0.37
H -2.90666 -2.57997 -1.72012 0.48
C -2.83739 -4.02198 0.81749 -1.52
H -3.49070 -4.81609 0.41579 0.38
H -3.34466 -3.06974 0.62120 0.38
H -2.76897 -4.15610 1.90360 0.36
C -0.12169 0.11110 2.19532 0.06
C -0.92597 -0.79719 2.76399 -0.93
C -2.40176 -0.91186 2.60393 -0.61
C -2.88826 -0.09940 1.38308 -1.06
C -2.26429 -0.61069 0.12539 0.28
C -1.36789 0.00656 -0.64961 -0.56
C -0.32388 0.99308 -0.21623 0.54
C -0.32892 1.30636 1.30546 -0.51
H -2.91853 -0.55681 3.51533 0.51
H -2.64896 0.95300 1.56544 0.18
H -2.66348 -1.97765 2.48529 0.12
H -1.20624 1.91650 1.57695 0.05
H 0.93972 -0.03658 2.40100 0.45
H -0.45889 -1.54571 3.42286 0.40
H 0.53857 1.96880 1.49181 0.19
H 0.69969 0.65239 -0.48697 -0.37
H -1.32571 -0.22933 -1.72085 0.49
H -0.42485 1.92848 -0.79882 -0.04
H -3.98928 -0.18194 1.30732 0.46
H -2.72553 -1.53254 -0.24552 -0.13
P -0.32235 4.84142 -0.99491 0.60
P -0.83211 5.36526 -3.91039 0.15
C -0.66179 6.63242 -1.42422 -0.90
C -0.46632 6.89732 -2.91767 -0.94
H 0.02699 7.24955 -0.83070 0.42
H -1.69113 6.86452 -1.10595 0.44
H -1.14377 7.69526 -3.25116 0.48
H 0.56556 7.20838 -3.14094 0.44
C -0.35496 6.06291 -5.55415 -1.10
H -0.70466 5.37408 -6.33639 0.37
H 0.74022 6.14590 -5.59619 0.35
H -0.81455 7.05301 -5.69417 0.30
C -2.64783 5.70561 -4.04228 -1.12
H -2.80415 6.76495 -4.28736 0.36
H -3.14177 5.46519 -3.09317 0.25
H -3.06140 5.07940 -4.84197 0.38
C 1.22952 5.15257 -0.05677 -1.27
H 1.54475 4.24322 0.46899 0.28
H 1.08989 5.97604 0.65537 0.37
H 2.00789 5.43096 -0.78023 0.34
C -1.61195 4.73702 0.32457 -0.55
H -2.59578 4.84952 -0.15573 0.31
H -1.47789 5.54272 1.06014 0.39
H -1.57792 3.76052 0.82465 -0.18
F 2.48930 -0.62512 3.65698 -0.27
C 2.88276 -1.92409 3.77469 0.28
F 3.69609 -2.00400 4.86079 -0.24
F 1.75045 -2.63732 4.04658 -0.22
C 3.53081 -2.37909 2.44676 1.20
O 2.59624 -2.27765 1.42041 -0.11
C 4.79811 -1.55529 2.19992 0.45
F 5.68817 -1.54440 3.21246 -0.21
F 5.42470 -2.00659 1.07626 -0.22
F 4.44686 -0.23831 1.95458 -0.23
C 3.93387 -3.86151 2.65493 0.23
F 4.88124 -4.05485 3.60746 -0.22
F 2.86436 -4.63524 3.01138 -0.27
F 4.41495 -4.37821 1.49429 -0.27

[2]
84
Properties=species:S:1:pos:R:3:mulliken_charge:R:1 method="wB97M-V/def2-TZVPD" e_tot_ev=-260423.8859 lumo_ev=2.164 charge=-1 de_lowest_kcal_mol=8.67 orbital_gap_ev=5.89 homo_ev=-3.73
In -19.23210 1.02516 -4.96231 1.15
O -17.12206 1.40815 -5.09373 -0.73
C -16.21595 2.39262 -4.85830 0.72
C -14.89293 2.19151 -5.31103 -0.57
C -13.90668 3.13253 -5.06212 -0.45
C -14.25136 4.29140 -4.35569 -0.79
C -15.57589 4.51501 -3.91460 -1.16
C -16.61766 3.58653 -4.16541 0.83
C -18.02546 3.98644 -3.85677 -0.12
N -19.15344 3.31948 -4.25700 0.49
C -20.23917 4.06688 -3.77692 -0.38
C -19.80223 5.19113 -3.13883 -0.82
N -18.43540 5.15579 -3.20245 -0.05
H -14.72235 1.21504 -5.90737 0.38
H -12.88952 3.11140 -5.47564 0.35
H -13.49051 5.04908 -4.10118 0.33
H -15.77163 5.37932 -3.32030 0.31
H -21.29218 3.75600 -3.84938 0.33
H -20.38835 5.97104 -2.66454 0.40
H -17.81024 5.91637 -2.95016 0.19
O -21.60780 -0.87659 -7.30735 -0.30
C -22.73256 -0.14359 -7.62196 -1.44
C -22.58952 1.42881 -7.53647 2.44
C -23.82036 2.03481 -8.20177 -1.28
O -23.68199 3.44423 -8.31218 -0.54
C -21.33956 1.89773 -8.21500 -1.65
Se -19.48417 2.18820 -7.42933 -0.53
C -22.66938 1.87062 -5.95767 -1.02
Se -22.08448 0.65503 -4.62550 -0.35
H -21.44423 -0.73545 -6.36820 0.14
H -23.62345 -0.36153 -6.94626 0.28
H -22.89393 -0.48012 -8.63975 0.47
H -24.76922 1.75933 -7.62960 0.34
H -23.89363 1.55758 -9.15916 0.46
H -24.34403 3.86397 -8.90130 0.31
H -21.55283 2.93958 -8.56449 0.44
H -21.03497 1.27498 -9.04722 0.41
H -23.70787 2.08433 -5.72312 0.39
H -22.15136 2.82365 -6.00777 0.41
C -16.16160 -4.96741 -1.67100 -1.45
C -17.04487 -3.74725 -1.61533 0.75
C -16.51791 -2.50204 -1.35529 -1.00
C -17.19233 -1.31939 -1.63474 1.00
C -16.59754 0.03345 -1.49946 -1.27
C -18.58711 -1.38403 -1.92940 0.21
Se -19.61289 0.20407 -2.22123 -0.15
C -19.21136 -2.65762 -1.95915 0.92
C -20.68465 -2.70200 -2.08009 -1.59
C -18.40384 -3.76707 -1.80270 -1.03
H -16.72071 -5.87323 -1.97860 0.33
H -15.74399 -5.22470 -0.69758 0.35
H -15.35150 -4.75784 -2.47094 0.27
H -15.48243 -2.42125 -1.12021 0.35
H -15.51832 0.01985 -1.36567 0.39
H -17.00219 0.59084 -0.57467 0.25
H -16.91760 0.68475 -2.34891 -0.01
H -21.01307 -2.23924 -2.98751 0.23
H -21.09477 -2.04616 -1.24517 0.31
H -21.05596 -3.72025 -1.98188 0.40
H -18.94470 -4.70684 -1.85616 0.23
C -15.04446 2.05540 -11.45831 -1.20
Sb -14.92371 1.90423 -9.27874 0.58
C -12.84407 1.69692 -8.53898 -1.14
C -15.33601 4.01479 -9.04545 -1.22
H -14.36366 1.39566 -11.96270 0.35
H -14.85709 3.14132 -11.72156 0.32
H -16.09061 1.82811 -11.70349 0.29
H -12.03885 1.88822 -9.30895 0.40
H -12.74788 0.71096 -7.99158 0.32
H -12.70424 2.45787 -7.75402 0.21
H -14.59838 4.54155 -9.63166 0.47
H -15.18593 4.26703 -7.97192 0.23
H -16.36658 4.20416 -9.35612 0.34
C -17.35374 -3.91941 -8.28377 -1.05
N -17.72765 -3.25551 -7.01454 -0.10
C -18.32033 -2.04791 -6.96404 0.09
N -18.60608 -1.38710 -8.06910 0.03
S -18.93840 -1.53981 -5.42999 -0.01
H -16.34588 -3.58354 -8.65143 0.27
H -18.10980 -3.78242 -9.08135 0.33
H -17.28590 -4.98259 -8.03103 0.35
H -17.56359 -3.71904 -6.11711 0.23
H -18.23652 -1.72135 -8.97360 0.19
H -19.05069 -0.46392 -8.02009 -0.14